This record from OMol25 describes 11 unconnected molecules or ions with the total composition C29H80O12 at a distorted geometry. The level of theory is ωB97M-V/def2-TZVPD.

Values from the calculation:
net charge = 0
structure (SMILES) = CC(C)O.CC(C)O.CC(C)O.CC(C)O.CC(C)O.CC(C)O.CC(C)O.OCCO.CCO.CCO.CCO
LUMO energy = 0.29 eV
Kohn-Sham gap = 10.1 eV

Element x y z (Å)
C: -13.701 -1.186 14.335
C: -14.118 -2.543 14.822
C: -15.619 -2.645 15.169
O: -13.821 -3.504 13.836
H: -12.687 -1.338 14.011
H: -13.810 -0.394 15.101
H: -14.158 -0.962 13.386
H: -13.594 -2.842 15.760
H: -15.946 -1.722 15.712
H: -15.677 -3.499 15.817
H: -16.313 -2.731 14.283
H: -14.384 -3.409 13.049
C: -18.635 -4.716 17.761
C: -18.499 -5.614 16.533
C: -18.705 -7.053 16.875
O: -19.509 -5.242 15.535
H: -19.417 -5.008 18.486
H: -18.631 -3.617 17.591
H: -17.674 -4.890 18.329
H: -17.502 -5.371 16.200
H: -19.587 -7.317 17.407
H: -17.863 -7.381 17.468
H: -18.681 -7.603 15.928
H: -19.305 -4.355 15.310
C: -21.204 -6.818 7.199
C: -20.529 -6.237 5.963
C: -20.594 -7.222 4.788
O: -21.204 -5.020 5.628
H: -20.696 -7.760 7.503
H: -22.259 -6.925 7.021
H: -21.040 -6.115 8.038
H: -19.513 -6.093 6.228
H: -19.910 -6.879 4.009
H: -21.603 -7.267 4.357
H: -20.396 -8.204 5.146
H: -21.412 -4.456 6.412
C: -18.921 -4.107 10.514
C: -17.672 -3.255 10.513
C: -17.935 -1.757 10.270
O: -16.974 -3.405 11.711
H: -19.631 -3.822 11.275
H: -18.634 -5.152 10.752
H: -19.571 -4.078 9.633
H: -17.089 -3.678 9.653
H: -17.042 -1.257 9.987
H: -18.328 -1.223 11.134
H: -18.722 -1.548 9.536
H: -17.143 -2.623 12.210
C: -13.333 -4.078 8.359
C: -12.568 -5.352 8.263
C: -11.236 -5.361 9.009
O: -13.317 -6.432 8.825
H: -12.936 -3.165 7.944
H: -13.612 -4.011 9.402
H: -14.328 -4.177 7.775
H: -12.302 -5.738 7.266
H: -10.438 -4.702 8.535
H: -10.699 -6.331 9.019
H: -11.435 -5.071 10.062
H: -14.101 -6.619 8.318
C: -14.990 -6.001 12.076
C: -16.256 -6.486 11.468
C: -16.351 -6.614 9.934
O: -16.826 -7.665 12.092
H: -14.683 -5.067 11.599
H: -14.217 -6.755 11.948
H: -15.180 -5.778 13.126
H: -17.057 -5.758 11.606
H: -17.384 -6.867 9.655
H: -15.637 -7.377 9.612
H: -16.168 -5.641 9.511
H: -16.347 -8.455 11.836
C: -13.712 -11.177 12.636
C: -13.996 -9.764 12.206
C: -12.688 -9.088 11.861
O: -14.897 -9.706 11.067
H: -13.050 -11.253 13.504
H: -13.171 -11.611 11.749
H: -14.583 -11.762 12.699
H: -14.517 -9.237 13.022
H: -11.925 -9.180 12.597
H: -12.825 -8.110 11.546
H: -12.295 -9.639 11.004
H: -14.369 -9.439 10.319
C: -17.802 -13.132 11.067
C: -17.452 -12.807 12.433
O: -17.954 -13.862 13.232
H: -17.451 -14.081 10.721
H: -17.332 -12.488 10.359
H: -18.856 -12.999 10.908
H: -17.907 -11.844 12.738
H: -16.411 -12.728 12.547
H: -17.474 -13.853 14.053
C: -16.784 -10.741 16.822
C: -17.102 -10.062 15.476
O: -16.166 -9.009 15.243
H: -16.941 -9.990 17.587
H: -15.706 -11.024 16.894
H: -17.364 -11.652 16.894
H: -18.125 -9.588 15.484
H: -17.029 -10.783 14.595
H: -16.475 -8.502 14.454
C: -11.338 -8.128 16.632
C: -12.787 -8.142 16.227
O: -13.200 -9.445 15.784
H: -11.233 -8.560 17.655
H: -11.098 -7.084 16.808
H: -10.729 -8.667 15.908
H: -12.961 -7.462 15.394
H: -13.433 -7.848 17.077
H: -14.141 -9.331 15.766
C: -20.361 -6.966 12.138
C: -20.355 -8.203 12.961
O: -19.198 -8.269 13.774
O: -20.639 -5.786 12.897
H: -21.236 -6.998 11.427
H: -19.397 -6.912 11.584
H: -20.465 -9.066 12.369
H: -21.220 -8.223 13.568
H: -18.527 -7.786 13.250
H: -20.031 -5.775 13.648

Löwdin atomic charge list, values in e, 8 entries: atom 1 (C): -0.063, atom 2 (C): -0.508, atom 3 (C): -0.049, atom 4 (O): -0.063, atom 5 (H): 0.073, atom 6 (H): 0.095, atom 7 (H): 0.073, atom 8 (H): 0.149

=====

This record from OMol25 describes a molecular structure, C29H81MgN8O11 at a distorted geometry. The level of theory is ωB97M-V/def2-TZVPD.

Values from the calculation:
spin multiplicity = 2
net charge = +2
LUMO energy (spin up / spin down) = -5.37 / -9.17 eV
Kohn-Sham gap (spin up / spin down) = 7.5 / 3.7 eV
⟨S²⟩ = 0.76

Element x y z (Å)
Mg: 17.133 -5.952 13.466
N: 15.027 -7.247 12.909
O: 14.145 -8.030 12.767
O: 16.046 -7.236 12.245
O: 15.185 -6.439 13.829
C: 16.490 -2.243 15.160
C: 16.406 -3.547 14.333
C: 16.598 -3.224 12.860
O: 16.522 -4.424 12.156
C: 16.588 -4.191 10.746
N: 17.460 -4.462 14.698
H: 17.492 -1.817 15.099
H: 16.394 -2.432 16.229
H: 15.757 -1.495 14.861
H: 15.422 -3.998 14.459
H: 17.547 -2.749 12.610
H: 15.866 -2.486 12.532
H: 16.813 -5.104 10.194
H: 17.420 -3.557 10.439
H: 15.722 -3.667 10.341
H: 17.269 -4.509 15.689
H: 18.346 -3.980 14.735
C: 12.962 -2.869 12.487
C: 12.383 -4.259 12.915
C: 11.767 -4.204 14.414
O: 10.773 -3.206 14.545
C: 10.347 -2.974 15.872
N: 11.333 -4.653 11.998
H: 13.300 -2.393 13.408
H: 12.222 -2.285 11.940
H: 13.779 -3.111 11.807
H: 13.215 -4.958 12.829
H: 12.603 -4.135 15.110
H: 11.299 -5.188 14.463
H: 9.535 -2.250 15.928
H: 11.186 -2.430 16.306
H: 10.149 -3.875 16.453
H: 10.512 -4.070 12.076
H: 11.027 -5.593 12.205
C: 9.228 -8.928 12.603
C: 10.628 -8.770 11.986
C: 10.757 -8.857 10.458
O: 10.365 -10.169 9.976
C: 10.462 -10.288 8.572
N: 11.163 -7.528 12.468
H: 9.325 -8.883 13.688
H: 8.904 -9.915 12.275
H: 8.515 -8.131 12.389
H: 11.359 -9.488 12.359
H: 11.799 -8.698 10.179
H: 10.265 -8.031 9.946
H: 10.446 -11.335 8.269
H: 11.401 -9.878 8.201
H: 9.599 -9.809 8.109
H: 11.173 -7.496 13.477
H: 12.167 -7.602 12.387
C: 13.315 -9.455 16.337
C: 12.077 -8.678 15.918
C: 11.250 -8.212 17.165
O: 10.949 -9.223 18.126
C: 10.175 -10.260 17.742
N: 12.301 -7.583 15.015
H: 14.114 -8.732 16.503
H: 13.654 -10.150 15.569
H: 13.196 -9.987 17.281
H: 11.408 -9.396 15.443
H: 10.383 -7.647 16.823
H: 11.796 -7.407 17.656
H: 10.155 -10.900 18.624
H: 10.610 -10.830 16.921
H: 9.146 -9.939 17.582
H: 13.022 -7.033 15.461
H: 12.812 -7.836 14.181
C: 16.966 -9.394 15.189
C: 17.465 -8.088 15.825
C: 18.555 -8.305 16.905
O: 18.919 -7.144 17.613
C: 19.710 -7.445 18.702
N: 17.960 -7.342 14.685
H: 17.796 -9.983 14.799
H: 16.343 -9.236 14.309
H: 16.406 -9.931 15.955
H: 16.590 -7.586 16.236
H: 19.344 -8.895 16.439
H: 18.148 -9.007 17.632
H: 20.620 -7.958 18.393
H: 19.174 -7.929 19.519
H: 20.068 -6.531 19.175
H: 18.459 -7.968 14.068
H: 18.724 -6.808 15.074
C: 13.971 -11.837 12.889
C: 14.368 -11.680 11.448
C: 13.737 -12.716 10.463
O: 14.094 -14.005 10.828
C: 13.455 -14.985 10.074
N: 14.096 -10.323 10.987
H: 14.210 -12.754 13.428
H: 12.883 -11.777 12.918
H: 14.384 -11.041 13.508
H: 15.433 -11.874 11.322
H: 13.966 -12.530 9.413
H: 12.653 -12.676 10.567
H: 13.638 -14.874 9.005
H: 12.385 -15.013 10.282
H: 13.698 -16.016 10.328
H: 14.255 -9.660 11.732
H: 13.094 -10.252 10.873
C: 12.577 -3.069 8.624
C: 12.566 -4.606 8.446
C: 13.727 -5.404 9.049
O: 13.490 -6.777 8.707
C: 14.666 -7.568 8.836
N: 11.332 -5.148 9.047
H: 12.118 -2.776 9.568
H: 11.996 -2.687 7.786
H: 13.560 -2.607 8.529
H: 12.605 -4.955 7.414
H: 13.804 -5.209 10.118
H: 14.636 -5.101 8.529
H: 14.333 -8.539 8.468
H: 14.909 -7.665 9.894
H: 15.532 -7.220 8.274
H: 11.488 -6.146 9.065
H: 11.289 -4.962 10.038
C: 17.697 -9.062 9.429
O: 17.347 -10.125 10.359
H: 17.095 -9.153 8.525
H: 17.514 -8.105 9.917
H: 18.748 -9.208 9.180
H: 16.423 -9.943 10.546

Löwdin atomic charge list, values in e, 8 entries: atom 1 (Mg): 0.755, atom 2 (N): -0.531, atom 3 (O): 0.064, atom 4 (O): -0.021, atom 5 (O): -0.041, atom 6 (C): -0.007, atom 7 (C): -0.393, atom 8 (C): -0.193

=====

This record from OMol25 describes a molecular structure, C29H81NO19 at a distorted geometry. The level of theory is ωB97M-V/def2-TZVPD.

Values from the calculation:
net charge = 0
LUMO energy = 0.14 eV
Kohn-Sham gap = 6.6 eV

Element x y z (Å)
C: -1.936 0.635 4.458
C: -0.867 1.494 3.837
O: -0.854 2.808 4.270
O: -3.215 1.179 3.988
H: -1.800 0.685 5.539
H: -1.768 -0.406 4.181
H: -0.851 1.541 2.748
H: 0.143 1.172 4.092
H: 0.063 3.074 4.169
H: -3.205 2.084 4.310
C: -3.038 -0.822 2.157
C: -2.315 -2.147 2.459
O: -1.103 -1.935 3.179
O: -3.893 -0.415 3.189
H: -3.602 -0.874 1.226
H: -2.459 0.095 2.045
H: -1.939 -2.507 1.502
H: -2.899 -2.961 2.888
H: -1.326 -1.902 4.112
H: -3.409 0.137 3.808
C: 1.748 -0.245 3.305
C: 1.996 -1.376 2.359
O: 3.120 -2.288 2.658
O: 2.751 0.745 3.242
H: 1.734 -0.799 4.243
H: 0.812 0.297 3.173
H: 2.214 -1.060 1.338
H: 1.125 -2.030 2.397
H: 3.038 -2.452 3.601
H: 3.327 0.628 4.001
C: 0.272 -0.672 -3.314
C: 1.647 -0.105 -3.769
O: 2.584 -1.157 -3.936
O: -0.398 -1.513 -4.222
H: -0.325 0.231 -3.183
H: 0.471 -1.196 -2.379
H: 2.013 0.611 -3.034
H: 1.564 0.460 -4.698
H: 2.580 -1.609 -4.784
H: -0.553 -0.939 -4.976
C: 2.845 -3.794 -1.717
C: 1.916 -2.555 -1.410
O: 0.554 -2.802 -1.133
O: 2.758 -4.672 -0.598
H: 3.890 -3.485 -1.693
H: 2.659 -4.337 -2.644
H: 1.997 -1.975 -2.330
H: 2.258 -1.848 -0.654
H: 0.215 -3.180 -1.948
H: 3.662 -4.840 -0.322
C: -0.321 3.514 1.899
C: -1.755 3.751 1.421
O: -2.666 3.047 2.289
O: 0.218 2.395 1.261
H: -0.315 3.394 2.982
H: 0.406 4.283 1.638
H: -1.982 3.677 0.358
H: -1.863 4.824 1.580
H: -2.664 2.103 2.114
H: 1.072 2.324 1.693
C: -0.827 2.347 -1.626
C: -0.846 3.866 -1.349
O: -2.100 4.397 -1.010
O: -1.286 1.947 -2.912
H: -1.276 1.810 -0.790
H: 0.228 2.077 -1.580
H: -0.436 4.459 -2.166
H: -0.242 4.037 -0.457
H: -2.666 4.076 -1.715
H: -2.171 2.286 -3.065
C: 9.143 -0.389 -0.322
O: 7.803 -0.740 -0.663
C: 7.462 -0.076 -1.859
C: 6.061 -0.426 -2.270
N: 5.119 0.198 -1.323
C: 3.776 -0.106 -1.680
C: 2.682 0.322 -0.728
O: 2.303 1.655 -1.190
C: 1.004 2.002 -0.570
H: 9.179 0.681 -0.117
H: 9.858 -0.677 -1.092
H: 9.388 -0.983 0.558
H: 8.128 -0.327 -2.685
H: 7.626 0.996 -1.752
H: 6.006 -1.500 -2.092
H: 5.949 -0.185 -3.327
H: 5.349 -0.028 -0.366
H: 3.624 -1.184 -1.742
H: 3.452 0.399 -2.590
H: 3.025 0.467 0.296
H: 1.834 -0.347 -0.875
H: 0.879 1.866 0.504
H: 0.258 1.304 -0.949
H: 0.848 3.067 -0.745
C: -3.387 0.960 -2.135
C: -3.809 0.627 -0.699
C: -3.321 1.688 0.327
O: -5.227 0.537 -0.609
H: -3.635 1.987 -2.403
H: -3.792 0.258 -2.864
H: -2.307 0.836 -2.210
H: -3.353 -0.330 -0.449
H: -3.948 2.577 0.249
H: -2.258 1.918 0.258
H: -3.498 1.126 1.244
H: -5.476 -0.185 -1.191
C: -0.108 0.291 1.084
C: -0.221 -1.023 0.329
C: -1.507 -1.107 -0.449
O: 0.777 -1.004 -0.631
H: 0.942 0.513 1.276
H: -0.744 0.246 1.968
H: -0.553 1.088 0.488
H: -0.028 -1.841 1.023
H: -1.694 -0.241 -1.085
H: -2.358 -1.252 0.217
H: -1.452 -1.932 -1.159
H: 0.936 -1.860 -1.033
C: -6.444 -2.791 -0.696
C: -5.348 -1.804 -0.578
C: -4.023 -2.365 -0.711
O: -5.554 -0.982 -1.735
H: -6.518 -3.343 0.241
H: -6.255 -3.513 -1.491
H: -7.399 -2.299 -0.880
H: -5.473 -1.216 0.331
H: -3.719 -2.846 0.219
H: -3.265 -1.628 -0.974
H: -3.952 -3.154 -1.460
H: -5.492 -1.516 -2.530

Löwdin atomic charge list, values in e, 8 entries: atom 1 (C): -0.069, atom 2 (C): -0.257, atom 3 (O): -0.047, atom 4 (O): 0.007, atom 5 (H): 0.149, atom 6 (H): 0.099, atom 7 (H): 0.079, atom 8 (H): 0.114

=====

This record from OMol25 describes a molecular structure, C2AgLiO4 at a distorted geometry. The level of theory is ωB97M-V/def2-TZVPD.

Values from the calculation:
spin multiplicity = 2
net charge = -1
LUMO energy (spin up / spin down) = 2.01 / 1.96 eV
Kohn-Sham gap (spin up / spin down) = 4.1 / 6.9 eV
⟨S²⟩ = 0.75

Element x y z (Å)
C: 0.037 0.129 -0.097
O: -0.624 1.176 -0.157
O: -0.514 -1.016 0.011
Li: 0.825 -2.343 0.061
O: 2.127 -1.000 0.064
C: 1.602 0.151 0.026
O: 2.163 1.236 0.189
Ag: -2.889 0.013 0.335

Which charges does natural (NBO) predict for the atoms? In e, they are: atom 1 (C): 0.642, atom 2 (O): -0.714, atom 3 (O): -0.931, atom 4 (Li): 0.951, atom 5 (O): -0.905, atom 6 (C): 0.658, atom 7 (O): -0.670, atom 8 (Ag): -0.029

=====

This record from OMol25 describes a molecular structure, C2BaF6NO4S2 at a distorted geometry. The level of theory is ωB97M-V/def2-TZVPD.

Values from the calculation:
net charge = +1
LUMO energy = -4.94 eV
Kohn-Sham gap = 6.7 eV

Element x y z (Å)
Ba: 0.646 2.664 0.883
N: -0.073 -0.679 -0.035
S: 1.336 -0.367 -0.865
O: 1.317 -0.847 -2.226
O: 1.709 1.043 -0.571
C: 2.560 -1.434 0.075
F: 2.178 -2.683 -0.044
F: 2.575 -1.074 1.336
F: 3.740 -1.257 -0.475
S: -1.567 -0.726 -0.827
O: -1.762 -0.182 -2.175
C: -3.049 -0.157 0.166
F: -3.048 -0.739 1.348
F: -3.082 1.149 0.301
F: -4.150 -0.507 -0.483
O: -0.564 0.531 0.743

Löwdin atomic charge list, values in e, 8 entries: atom 1 (Ba): 2.018, atom 2 (N): -0.437, atom 3 (S): 0.760, atom 4 (O): -0.200, atom 5 (O): -0.621, atom 6 (C): -0.705, atom 7 (F): 0.200, atom 8 (F): 0.179

=====

This record from OMol25 describes a molecular structure, C2Br2S3 at a distorted geometry. The level of theory is ωB97M-V/def2-TZVPD.

Values from the calculation:
net charge = 0
LUMO energy (spin up / spin down) = -1.75 / -1.78 eV
Kohn-Sham gap (spin up / spin down) = 6.5 / 6.5 eV

Element x y z (Å)
C: 1.221 -0.084 0.051
C: -0.983 -0.878 0.178
S: 2.729 0.376 -0.001
S: -0.358 0.497 1.032
S: 0.380 -1.340 -0.914
Br: -0.156 2.512 -0.284
Br: -2.833 -1.083 -0.061

Which charges does natural (NBO) predict for the atoms? In e, they are: atom 1 (C): -0.477, atom 2 (C): -0.622, atom 3 (S): 0.255, atom 4 (S): 0.647, atom 5 (S): 0.392, atom 6 (Br): -0.368, atom 7 (Br): 0.172

=====

This record from OMol25 describes 2 unconnected molecules or ions with the total composition C2Br3NO2 at a distorted geometry. The level of theory is ωB97M-V/def2-TZVPD.

Values from the calculation:
net charge = 0
LUMO energy (spin up / spin down) = -1.52 / -2.24 eV
Kohn-Sham gap (spin up / spin down) = 8.6 / 6.2 eV

Element x y z (Å)
C: -0.959 -0.165 -0.207
C: -1.367 -1.241 0.476
N: -0.418 0.658 -0.874
O: 0.034 1.586 -1.527
O: 2.395 1.284 -0.310
Br: 3.730 1.849 0.576
Br: -0.656 -2.927 0.129
Br: -2.759 -1.045 1.738

Which charges does natural (NBO) predict for the atoms? In e, they are: atom 1 (C): 0.101, atom 2 (C): -0.309, atom 3 (N): 0.213, atom 4 (O): -0.310, atom 5 (O): -0.507, atom 6 (Br): 0.501, atom 7 (Br): 0.166, atom 8 (Br): 0.145

=====

This record from OMol25 describes 2 unconnected molecules or ions with the total composition C2BrCl4NO at a distorted geometry. The level of theory is ωB97M-V/def2-TZVPD.

Values from the calculation:
net charge = 0
LUMO energy (spin up / spin down) = -1.61 / -1.95 eV
Kohn-Sham gap (spin up / spin down) = 7.8 / 7.0 eV

Element x y z (Å)
C: 0.935 -0.694 -0.308
C: -1.116 0.496 0.599
N: 0.648 0.113 -1.308
O: 1.199 1.237 -1.275
Cl: 1.957 -0.526 1.094
Cl: 0.468 -2.332 -0.507
Cl: -1.052 0.596 2.275
Cl: -0.904 1.926 -0.171
Br: -2.134 -0.816 -0.399

natural (NBO) atomic charge list, values in e, 8 entries: atom 1 (C): 0.049, atom 2 (C): -0.302, atom 3 (N): -0.077, atom 4 (O): -0.366, atom 5 (Cl): 0.042, atom 6 (Cl): 0.078, atom 7 (Cl): 0.153, atom 8 (Cl): 0.252